{
  "formula": "C24H22BrN4NaO2Se2Te2",
  "method": "ωB97M-V/def2-TZVPD",
  "e_above_lowest_ev": 0.644,
  "charge": -2,
  "species": ["Na", "Se", "Te", "Te", "Se", "N", "C", "C", "C", "C", "C", "C", "C", "C", "N", "C", "H", "H", "H", "H", "H", "H", "H", "H", "C", "O", "C", "C", "C", "Br", "C", "C", "C", "O", "C", "N", "C", "C", "C", "C", "C", "C", "N", "H", "H", "H", "H", "H", "H", "H", "H", "H", "H", "H", "C", "H", "H", "H"],
  "coordinates": [[-1.645653, 1.148196, -1.208023], [-4.507372, 0.858687, -1.349746], [-3.954817, 2.491134, -3.192051], [-2.536069, 0.999692, -4.974611], [-0.299016, 0.670141, -3.887172], [-0.443138, 3.410942, -1.526219], [0.246780, 3.932936, -0.427603], [-0.137259, 5.161467, 0.126902], [0.507466, 5.588357, 1.288824], [1.461528, 4.824729, 1.918620], [1.842153, 3.553510, 1.407396], [2.634197, 2.615034, 2.095730], [2.618559, 1.283252, 1.601393], [2.112389, 0.959028, 0.391880], [1.714918, 1.990638, -0.527572], [1.261733, 3.176887, 0.160467], [-0.904727, 4.073464, -2.131989], [0.076736, 2.738051, -2.081812], [-0.904213, 5.758793, -0.350245], [0.238631, 6.550055, 1.718821], [1.904851, 5.171506, 2.847528], [3.017530, 2.838222, 3.083706], [2.947581, 0.470067, 2.245846], [2.012225, -0.060729, 0.037696], [-1.250668, 2.365716, 1.938442], [-1.104320, 1.256751, 1.041874], [-0.898061, 0.051998, 1.601124], [-0.898109, -0.213744, 2.961343], [-0.720703, -1.519747, 3.405940], [-0.719691, -1.843039, 5.281230], [-0.569444, -2.575861, 2.547048], [-0.561950, -2.317189, 1.169783], [-0.670219, -1.012320, 0.704284], [-0.589511, -0.667352, -0.602171], [-0.485718, -3.455917, 0.247430], [0.029413, -4.624345, 0.537528], [-0.181299, -5.397855, -0.590005], [0.170157, -6.723738, -0.840640], [-0.154231, -7.257045, -2.073072], [-0.811534, -6.493436, -3.048651], [-1.163133, -5.175113, -2.822369], [-0.838781, -4.649935, -1.576759], [-1.011128, -3.400220, -1.025516], [-0.332883, 2.489688, 2.515706], [-2.120608, 2.195707, 2.577985], [-1.406428, 3.240114, 1.315795], [-1.011629, 0.593196, 3.668240], [-0.465575, -3.588625, 2.905245], [0.000944, -1.219812, -1.129476], [0.685672, -7.301756, -0.084947], [0.106963, -8.283572, -2.299503], [-1.041908, -6.947184, -4.004444], [-1.656557, -4.575859, -3.575689], [-1.577790, -2.646659, -1.386940], [2.792228, 2.316423, -1.468043], [3.116816, 1.402286, -1.970049], [3.657464, 2.767337, -0.961551], [2.417219, 3.007074, -2.226920]],
  "forces_ev_per_a": [[-0.1, 0.6, -0.5], [0.0, 0.1, 0.0], [0.0, -0.2, 0.0], [0.0, 0.0, 0.0], [0.0, -0.1, 0.1], [0.0, -0.3, -0.3], [0.1, 0.0, 0.1], [0.1, 0.0, 0.1], [-0.1, 0.2, -0.1], [0.1, -0.1, 0.1], [-0.1, 0.1, -0.1], [0.1, 0.0, 0.0], [0.1, -0.2, 0.1], [0.0, -0.1, -0.1], [0.1, 0.1, -0.1], [-0.2, 0.1, -0.1], [0.0, 0.1, 0.2], [0.1, 0.0, 0.0], [0.0, 0.0, 0.0], [0.0, 0.0, 0.0], [0.0, 0.0, 0.0], [0.0, 0.0, 0.0], [0.0, 0.0, 0.0], [0.0, 0.0, 0.0], [0.0, -0.1, -0.1], [0.0, -0.1, 0.3], [0.1, -0.3, 0.1], [0.0, 0.2, -0.1], [0.0, 0.0, -0.1], [0.0, 0.0, 0.0], [0.0, 0.1, 0.0], [0.0, 0.1, 0.0], [0.2, -0.2, 0.4], [-0.2, -0.2, -0.1], [0.0, 0.0, -0.1], [-0.1, 0.1, 0.0], [0.0, 0.0, 0.0], [0.0, 0.0, 0.0], [0.0, 0.0, 0.0], [0.0, 0.0, -0.1], [0.0, 0.0, 0.0], [0.0, 0.0, -0.1], [0.0, -0.1, 0.2], [0.0, 0.0, 0.0], [0.0, 0.0, 0.0], [0.0, 0.0, 0.0], [0.0, 0.0, 0.0], [0.0, 0.0, -0.1], [0.1, 0.1, 0.0], [0.0, 0.0, 0.0], [0.0, 0.0, 0.0], [0.0, 0.0, 0.0], [0.0, 0.0, 0.0], [0.0, 0.0, -0.1], [-0.1, 0.0, 0.0], [0.0, 0.0, 0.0], [0.0, 0.0, 0.0], [0.0, 0.0, 0.0]],
  "mulliken_charge": [0.905, -0.712, -0.245, -0.183, -0.699, -0.227, 0.185, -0.810, -0.356, -1.073, 0.890, -1.384, -0.116, -1.212, 0.734, 0.255, 0.160, 0.120, 0.345, 0.341, 0.323, 0.237, 0.435, 0.492, -1.404, -0.079, 0.207, -0.219, -0.514, -0.264, -0.799, 0.391, 0.781, -0.623, 0.174, -0.800, 0.619, -0.776, -0.425, -0.428, -0.941, 0.480, 0.098, 0.451, 0.594, 0.151, 0.542, 0.561, 0.299, 0.414, 0.360, 0.362, 0.454, 0.163, -1.224, 0.340, 0.362, 0.289]
}

{
  "formula": "C5H6O",
  "method": "ωB97M-V/def2-TZVPD",
  "e_above_lowest_ev": 3.111,
  "smiles": "C=C=C1O[C@H]1C",
  "species": ["C", "C", "C", "O", "C", "C", "H", "H", "H", "H", "H", "H"],
  "coordinates": [[1.094712, 1.634079, 0.566887], [0.668096, 0.731257, -0.550432], [-0.461230, -0.142862, -0.517822], [-0.651864, 1.065768, -1.109023], [-0.997020, -1.306496, -0.385109], [-1.463974, -2.415678, 0.109616], [1.962767, 1.235291, 1.100273], [0.275240, 1.809511, 1.268966], [1.384804, 2.587313, 0.115012], [-1.685268, -2.361888, 1.172235], [1.434667, 0.482509, -1.280393], [-1.560929, -3.318804, -0.490210]],
  "forces_ev_per_a": [[0.0, 0.0, 0.0], [0.4, 0.1, 0.0], [0.1, -0.2, 0.0], [0.0, 0.2, -0.2], [0.0, 0.2, 0.1], [0.1, 0.1, 0.0], [-0.1, 0.0, -0.1], [0.1, -0.1, -0.1], [0.0, 0.0, 0.2], [-0.5, -0.6, -0.1], [-0.1, 0.3, -0.2], [0.0, 0.1, 0.4]],
  "mulliken_charge": [-1.062, 0.256, 0.450, -0.427, -0.067, -0.858, 0.312, 0.320, 0.279, 0.242, 0.311, 0.244]
}

{
  "formula": "C6H12N2",
  "method": "ωB97M-V/def2-TZVPD",
  "e_above_lowest_ev": 0.244,
  "smiles": "Cc1c[nH]cn1.CC",
  "species": ["C", "C", "H", "H", "H", "H", "H", "H", "C", "C", "C", "C", "N", "N", "H", "H", "H", "H", "H", "H"],
  "coordinates": [[-1.819481, 0.450010, 0.126584], [-3.120199, -0.359148, 0.024596], [-1.545149, 0.827533, -0.866225], [-1.992352, 1.355134, 0.709094], [-0.991582, -0.158116, 0.474417], [-3.879422, 0.237181, -0.483359], [-2.961493, -1.220161, -0.622490], [-3.432971, -0.710205, 1.007381], [1.952120, 0.889034, -1.659074], [1.614313, 0.159088, -0.401267], [1.733036, 0.491269, 0.907705], [1.195571, -1.626129, 0.724097], [1.288322, -1.182078, -0.501206], [1.401603, -0.632731, 1.626357], [1.656977, 0.348101, -2.551750], [2.986676, 1.223691, -1.792912], [2.130537, 1.397255, 1.335600], [0.760348, -2.570015, 1.007204], [1.658178, -0.732083, 2.593722], [1.364963, 1.812362, -1.658483]],
  "forces_ev_per_a": [[-0.6, 0.2, -0.8], [0.6, 0.1, -0.4], [0.1, -0.2, 0.1], [0.3, -0.2, 0.4], [0.0, 0.2, 0.3], [-0.2, 0.0, 0.4], [0.0, -0.2, 0.1], [-0.3, 0.1, -0.1], [-0.6, 1.3, 0.1], [1.0, -1.2, -0.8], [0.2, 0.5, -0.2], [-0.8, 0.2, -0.2], [-0.3, 0.0, 0.1], [0.7, 0.4, 0.3], [0.0, -0.3, 0.1], [0.0, -0.4, 0.4], [-0.3, -0.1, 0.3], [0.4, -0.2, 0.0], [-0.3, -0.2, 0.1], [0.0, 0.1, -0.2]],
  "mulliken_charge": [-0.442, -1.018, 0.222, 0.336, 0.026, 0.316, 0.305, 0.284, -1.219, 0.764, -0.639, -0.328, -0.481, -0.050, 0.299, 0.314, 0.400, 0.381, 0.225, 0.303]
}

{
  "formula": "C22H47FN7O2P2",
  "method": "ωB97M-V/def2-TZVPD",
  "charge": -1,
  "species": ["C", "P", "C", "P", "C", "C", "N", "N", "N", "O", "C", "C", "F", "O", "H", "H", "H", "H", "H", "H", "H", "H", "H", "H", "H", "H", "H", "H", "H", "H", "H", "H", "H", "C", "C", "C", "C", "N", "H", "H", "H", "H", "H", "H", "H", "C", "C", "C", "C", "N", "H", "H", "H", "H", "H", "H", "H", "C", "C", "C", "C", "N", "H", "H", "H", "H", "H", "H", "H", "C", "C", "C", "C", "N", "H", "H", "H", "H", "H", "H", "H"],
  "coordinates": [[-4.005865, 1.052088, -1.407666], [-2.674032, 1.558129, -2.577614], [-1.583225, 0.074207, -2.407097], [-1.648016, 3.151087, -1.247832], [-0.306378, 3.521460, -2.584921], [-0.613890, 4.038756, -4.008226], [-1.738675, 4.963789, -4.002967], [0.573202, 4.706662, -4.598824], [-0.877283, 2.930980, -4.924728], [-0.951322, 4.348216, -0.152665], [0.135118, 3.905189, 0.581350], [0.112337, 2.380164, 0.606397], [-0.671590, 1.947430, 1.744893], [-0.439105, 1.939154, -0.527371], [-4.520679, 0.164362, -1.790106], [-3.609137, 0.844361, -0.408437], [-4.736073, 1.862012, -1.323314], [-1.984183, -0.748623, -3.010086], [-1.476642, -0.239922, -1.367796], [-0.587090, 0.323920, -2.782311], [-2.531985, 4.157977, -1.738313], [-2.545971, 2.774944, -0.190284], [0.271031, 2.601585, -2.702304], [0.362426, 4.256923, -2.122559], [-1.808871, 5.400697, -4.916436], [-1.640622, 5.682399, -3.294635], [1.364990, 4.072199, -4.506116], [0.800097, 5.503976, -4.010504], [-1.811914, 2.575619, -4.736802], [-0.838171, 3.283310, -5.876508], [1.097486, 4.195354, 0.119060], [0.111123, 4.303430, 1.603155], [1.089333, 1.922358, 0.801107], [0.233588, 1.018276, 6.744744], [-0.402089, 1.137536, 5.366050], [0.456289, 0.527652, 4.256141], [1.736103, 1.219441, 4.099598], [2.752228, 1.744855, 3.990906], [1.184195, 1.553372, 6.786499], [-0.418221, 1.431091, 7.515947], [0.428305, -0.027465, 6.995002], [-0.591566, 2.184689, 5.124052], [-1.366151, 0.627272, 5.342506], [-0.078535, 0.574354, 3.307523], [0.663770, -0.523228, 4.469255], [1.355475, 0.363650, -5.186446], [2.324141, 0.573603, -6.339112], [3.795360, 0.499990, -5.916510], [4.181696, 1.595605, -5.025164], [4.488749, 2.474753, -4.353745], [1.454993, 1.138082, -4.425745], [0.326754, 0.416987, -5.536658], [1.511766, -0.609735, -4.713913], [2.141154, 1.542352, -6.809300], [2.166852, -0.187244, -7.107573], [4.454425, 0.543572, -6.785774], [3.995544, -0.443000, -5.402672], [1.568519, -1.355764, 0.750876], [1.638703, -2.588558, 1.640837], [0.279553, -3.284491, 1.795276], [-0.697279, -2.416200, 2.451518], [-1.458154, -1.737314, 2.978637], [0.895423, -0.599122, 1.159273], [2.551089, -0.896706, 0.642679], [1.206140, -1.610786, -0.246440], [2.005027, -2.316416, 2.633303], [2.340922, -3.321099, 1.238534], [0.384406, -4.191641, 2.391089], [-0.124372, -3.564982, 0.819639], [-1.079498, -7.202800, 5.811396], [-1.587690, -6.860479, 4.418172], [-0.657176, -7.369966, 3.310953], [0.661864, -6.738339, 3.374572], [1.679731, -6.207828, 3.404506], [-0.112885, -6.734317, 6.002157], [-1.775413, -6.855394, 6.574325], [-0.959963, -8.281772, 5.931210], [-1.701624, -5.779812, 4.314520], [-2.572966, -7.299461, 4.252633], [-1.076570, -7.166968, 2.324398], [-0.519035, -8.450437, 3.390787]],
  "forces_ev_per_a": [[-0.1, 0.0, 0.0], [0.1, 0.1, 0.2], [0.1, -0.1, -0.1], [0.0, 0.2, -0.1], [0.1, -0.1, 0.0], [-0.1, -0.1, 0.0], [0.0, 0.0, -0.1], [0.1, 0.0, 0.1], [0.0, 0.0, 0.0], [-0.1, 0.0, -0.1], [0.2, -0.1, 0.2], [-0.2, -0.1, -0.2], [0.0, 0.1, 0.1], [0.1, 0.0, 0.1], [0.0, 0.1, 0.1], [0.0, 0.0, -0.1], [0.0, -0.1, 0.0], [0.0, 0.0, 0.1], [0.0, 0.0, 0.0], [-0.1, 0.0, 0.0], [-0.1, -0.1, 0.0], [0.0, -0.1, 0.0], [0.1, 0.1, -0.1], [-0.1, -0.1, 0.0], [0.1, 0.1, 0.1], [0.0, -0.1, 0.0], [0.0, 0.0, 0.0], [0.0, 0.0, 0.0], [0.1, -0.1, 0.0], [-0.1, 0.1, 0.1], [-0.1, 0.1, 0.0], [0.0, 0.0, -0.1], [0.1, 0.1, 0.0], [0.0, 0.0, 0.0], [0.0, 0.0, 0.0], [-0.1, 0.0, 0.0], [0.1, -0.1, 0.0], [0.0, 0.0, 0.0], [0.0, 0.0, 0.0], [0.0, 0.0, 0.0], [0.0, 0.0, 0.0], [0.0, 0.0, 0.0], [0.0, 0.0, 0.0], [0.1, 0.0, 0.0], [0.0, 0.0, 0.0], [0.0, -0.1, 0.0], [0.0, 0.0, 0.0], [0.0, 0.0, 0.0], [0.0, 0.0, 0.0], [0.0, 0.0, 0.0], [0.0, 0.0, 0.0], [0.0, 0.0, 0.1], [0.0, 0.0, 0.0], [0.0, 0.0, 0.0], [0.0, 0.0, 0.0], [0.0, 0.0, 0.0], [0.0, 0.0, 0.0], [0.0, 0.0, 0.0], [0.0, 0.0, 0.0], [0.1, 0.1, 0.0], [-0.1, -0.1, 0.0], [0.0, 0.0, 0.1], [0.0, 0.0, 0.0], [0.0, 0.0, 0.0], [0.0, 0.0, 0.0], [0.0, 0.0, 0.0], [0.0, 0.0, 0.0], [0.0, 0.0, 0.0], [0.0, 0.0, 0.0], [0.0, 0.0, 0.0], [0.0, 0.0, 0.0], [0.0, 0.0, 0.1], [0.0, 0.0, -0.1], [0.0, 0.0, 0.1], [0.0, 0.0, 0.0], [0.0, 0.0, 0.0], [0.0, 0.0, 0.0], [0.0, 0.0, 0.0], [0.0, 0.0, 0.0], [0.0, 0.0, 0.0], [0.0, 0.0, 0.0]],
  "mulliken_charge": [-1.085, -0.278, -0.645, -0.005, -1.107, 0.201, -0.596, -0.689, -0.156, -0.565, -0.689, 0.534, -0.400, -0.410, 0.393, 0.286, 0.391, 0.564, 0.080, -0.025, 0.074, 0.196, 0.058, 0.322, 0.286, 0.237, 0.218, 0.340, 0.287, 0.331, 0.271, 0.367, 0.175, -1.220, -0.681, 0.738, 0.149, -0.585, 0.323, 0.370, 0.305, 0.322, 0.403, -0.350, 0.218, -0.779, -0.546, -0.506, 0.288, -0.456, 0.007, 0.336, 0.440, 0.289, 0.324, 0.328, 0.273, -0.825, -0.573, 0.474, 0.299, -0.503, -0.054, 0.393, 0.361, 0.282, 0.374, -0.579, 0.393, -1.160, -0.317, -0.455, 0.233, -0.478, 0.354, 0.329, 0.301, 0.244, 0.307, 0.288, 0.363]
}

{
  "formula": "C6H7NO",
  "method": "ωB97M-V/def2-TZVPD",
  "e_above_lowest_ev": 5.711,
  "species": ["C", "C", "C", "C", "C", "C", "H", "H", "H", "H", "H", "H", "H", "N", "O"],
  "coordinates": [[1.957990, -0.157256, -0.391830], [0.532658, -0.206513, -0.626565], [-0.171433, 0.977263, 0.246821], [-0.403611, -0.958392, 0.382990], [-1.723643, -0.479951, -0.050069], [-1.575202, 0.864525, -0.177003], [2.806802, -0.257882, -1.420693], [0.210665, -0.495182, -1.622173], [0.236794, 1.903916, 0.191779], [0.642651, -0.022614, 2.037943], [-0.251267, -1.935519, 0.828420], [-2.407470, -1.045567, -0.884086], [-2.055813, 1.688144, -0.810112], [-0.123103, 0.172434, 1.422239], [2.323982, -0.047408, 0.872340]],
  "forces_ev_per_a": [[4.3, -0.4, 4.5], [-1.5, -0.6, -0.3], [1.0, -0.8, -0.2], [1.3, 0.8, 3.0], [-3.6, -0.1, -4.6], [-1.0, -0.4, -1.5], [-2.3, 0.5, 3.2], [0.3, 0.8, -0.5], [1.5, 2.8, 0.2], [0.8, 0.6, -0.8], [0.1, -0.3, -0.6], [1.3, 1.0, 2.8], [0.2, -1.7, 1.3], [-2.5, -1.6, 0.7], [0.3, -0.6, -7.1]],
  "mulliken_charge": [-0.061, -0.094, -0.227, -0.296, -0.405, -0.469, 0.217, 0.439, 0.641, 0.384, 0.475, 0.250, 0.322, -0.653, -0.521]
}

no.,DFT total energy (eV),frontier orbital gap (eV)
1,-255042.687,3.88
2,-7326.174,9.89
3,-9396.605,9.60
4,-59397.839,5.70
5,-9866.947,8.20